Record 1
The molecule C19H24N2O5S, computed with ωB97M-V/def2-TZVPD.

E ... -1622.29622 hartree
SMILES ... COc1ccc(CCNC(=O)CN(c2ccccc2)S(C)(=O)=O)cc1OC
HOMO ... -8.048 eV

```
! RIJCOSX wB97M-V def2-TZVPD def2/J DEFGRID3
* xyz 0 1
C -4.38159 -0.12542 -1.50123
H -5.16228 -0.88344 -1.54197
O -3.58951 -0.45709 -0.38876
C -2.56463 0.37606 -0.05713
C -2.14609 1.46856 -0.79495
C -1.10299 2.26971 -0.35396
C -0.45833 1.99945 0.83790
C -0.87965 0.90157 1.58891
C -1.90975 0.08402 1.15813
O -2.37745 -1.00962 1.82555
C -1.81849 -1.32856 3.07279
H -1.93987 -0.51198 3.79297
H -0.75619 -1.58360 2.98922
H -2.36858 -2.19987 3.42474
H -0.41178 0.71604 2.54449
C 0.65213 2.87892 1.35446
H 0.23143 3.83121 1.68991
H 1.12241 2.40231 2.21770
C 1.72745 3.18742 0.30371
N 2.32987 1.98582 -0.22344
C 2.12150 1.56320 -1.48035
O 1.45159 2.15182 -2.30407
C 2.82109 0.22883 -1.78286
N 2.38725 -0.84588 -0.91742
C 1.15911 -1.48403 -1.12143
C 0.89516 -2.68817 -0.47054
C -0.32394 -3.31865 -0.63721
C -1.28682 -2.78088 -1.47362
C -1.01183 -1.60406 -2.14507
C 0.19058 -0.94483 -1.96541
H 0.36173 -0.01426 -2.47940
H -1.73952 -1.18436 -2.82263
H -2.23660 -3.27519 -1.60266
H -0.51478 -4.24579 -0.11765
H 1.66058 -3.14119 0.13687
S 3.24342 -1.12027 0.48879
O 3.78675 -2.44195 0.52326
O 4.17391 -0.02941 0.61671
C 2.02065 -0.94727 1.81822
H 2.46084 -0.28787 2.55615
H 1.11853 -0.51613 1.39976
H 1.82801 -1.92135 2.24764
H 2.63848 -0.04466 -2.82516
H 3.89479 0.34825 -1.62662
H 2.99185 1.47335 0.34709
H 2.50379 3.81485 0.75192
H 1.29066 3.71782 -0.54424
H -0.80488 3.10830 -0.96115
H -2.62832 1.71552 -1.72658
H -4.84105 0.86231 -1.38781
H -3.80862 -0.14954 -2.43357
*
```

Here are the Mulliken charges for atoms 1 to 5, given in e:
1. C -0.9401
2. H 0.2539
3. O -0.4002
4. C 0.9500
5. C -0.6544

---

Record 2
A structure of composition C19H24N2O6 at a distorted geometry, computed with ωB97M-V/def2-TZVPD.

E ... -1298.82863 hartree
HOMO ... -7.433 eV

```
! RIJCOSX wB97M-V def2-TZVPD def2/J DEFGRID3
* xyz 0 1
C -4.47059 -3.57284 2.17935
O -3.82408 -3.03167 0.92231
C -4.78754 -2.61591 -0.06837
C -4.19525 -2.13568 -1.28397
H -4.92773 -2.21170 -2.24611
H -3.44409 -2.80716 -1.48221
O -3.88737 -0.91980 -0.79456
C -2.47860 -0.55465 -1.12290
O -1.72593 -1.39091 -1.46664
C -2.04386 0.71770 -0.58491
C -2.92410 2.04475 -0.18843
N -2.16827 2.99426 0.01993
C -0.72380 2.35171 -0.13586
C 0.44628 3.33691 0.22292
C 1.61615 2.59388 -0.16564
C 1.58492 1.24303 -0.32573
C 0.53493 0.39059 -0.61979
C -0.75403 1.13780 -0.38012
H 0.63821 -0.36541 -1.06324
O 2.82731 0.67238 -0.60146
C 3.83022 0.71173 0.07814
O 3.71482 1.40858 1.37321
N 4.97268 0.18360 -0.22871
C 4.94046 -0.76030 -1.26045
H 4.10138 -0.49847 -2.27067
C 5.19538 -2.23941 -0.96099
H 5.25352 -3.12694 -1.79600
O 6.27639 -2.27739 -0.15470
C 6.10078 -1.63593 1.12116
H 7.11985 -1.83853 1.65581
C 6.11835 -0.01340 0.55189
H 5.94043 0.48843 1.34915
H 7.05261 0.19835 0.09057
H 5.27577 -1.97848 1.59560
H 4.16304 -2.59762 -0.39921
H 5.92725 -0.35854 -1.99756
H 2.58171 3.14092 -0.05246
H 0.41651 4.29816 0.77772
C -2.55607 4.22958 0.56055
H -3.17674 4.82338 -0.17450
H -3.14237 4.00787 1.54887
H -1.83212 4.86851 1.09090
C -4.43889 1.94778 -0.11076
H -4.70813 2.03839 0.91218
H -4.77530 2.89051 -0.82659
H -4.65883 1.01783 -0.50501
H -5.40959 -3.72199 -0.30811
H -5.54141 -2.13222 0.40409
H -5.18765 -2.78249 2.47743
H -3.81589 -3.71020 2.80925
H -5.03073 -4.45899 1.83464
*
```

Here are the Mulliken charges for atoms 1 to 5, given in e:
1. C -0.7273
2. O -0.3067
3. C -0.5848
4. C -0.6305
5. H 0.1904